# 1
The following is a DFT calculation (ωB97M-V with the def2-TZVPD basis set) of a molecular structure, C13H35F6N5O7S2 at a distorted geometry.

CARTESIAN COORDINATES (ANGSTROEM)
N -1.4954 1.0575 0.0216
H -0.7412 1.3344 -0.6775
H -2.3191 1.6636 -0.0903
H -1.2142 1.0551 1.0456
H -1.7546 0.0643 -0.2247
N -0.9236 -0.6929 -3.1202
H -1.4813 -0.2302 -3.8343
H -0.2672 -0.0054 -2.6369
H -0.2808 -1.3222 -3.5932
H -1.6045 -0.9961 -2.2761
C 4.0200 -3.1815 0.5962
N 3.0136 -2.7799 -0.4003
C 3.0425 -3.7711 -1.5267
C 1.6389 -2.9145 0.1668
C 3.3023 -1.3989 -0.9526
C 3.2511 -0.3285 0.0873
O 1.9426 -0.2214 0.5761
H 5.0158 -2.8302 0.3610
H 3.9646 -4.2572 0.7501
H 3.6960 -2.7672 1.5516
H 2.8535 -4.7388 -1.0856
H 3.9931 -3.7531 -2.0576
H 2.3017 -3.4156 -2.2382
H 1.4792 -3.9746 0.3391
H 0.8598 -2.5203 -0.4807
H 1.5894 -2.3456 1.0913
H 2.5567 -1.3304 -1.7395
H 4.3176 -1.4640 -1.3538
H 3.4864 0.5795 -0.4924
H 4.0200 -0.3375 0.8602
H 1.5085 0.4005 -0.0506
C -3.6943 0.9104 2.9017
F -3.9910 2.1645 3.2488
F -4.5582 0.0869 3.4843
F -3.7709 0.7892 1.5738
S -1.9755 0.5015 3.5857
O -2.0666 0.6936 4.9944
O -1.7077 -0.8296 3.1425
N -1.0256 1.6361 2.7732
S 0.2360 1.9823 3.6849
O 0.0024 2.7635 4.8642
O 1.1595 0.8911 3.8236
C 1.0561 3.2739 2.5880
F 0.2038 4.0964 1.9890
F 1.8530 3.9601 3.3772
F 1.8221 2.7284 1.6395
C 1.8889 2.3763 -3.2030
C 1.1977 2.2927 -1.8345
O 0.6084 1.0273 -1.6540
H 1.8636 3.3875 -3.6245
H 1.3108 1.7813 -3.9206
H 2.9104 1.9912 -3.2415
H 0.4680 3.1152 -1.7810
H 1.9655 2.4176 -1.0531
C -2.6687 -3.6296 -2.0765
C -2.0483 -2.8454 -0.8901
O -2.2796 -1.4880 -0.8987
H -2.0423 -4.5158 -2.2344
H -2.7634 -3.0387 -2.9934
H -3.6856 -3.9926 -1.9009
H -0.9392 -3.0083 -0.9692
H -2.3910 -3.3904 0.0070
C -4.7142 4.8252 1.3555
C -3.9842 4.0221 0.3665
N -3.3797 3.3788 -0.3940
H -4.7467 5.8548 1.0027
H -4.1549 4.7729 2.2822
H -5.7298 4.4398 1.3693

Cartesian forces, eV/Å:
N -0.354 -0.469 0.142
H 0.170 -0.444 0.667
H 0.356 -0.208 0.071
H 0.146 0.458 -1.222
H -0.142 0.082 0.094
N 0.158 0.765 0.172
H 0.155 0.139 0.120
H 0.008 0.862 0.053
H -0.588 -0.595 0.284
H 0.021 -1.181 0.643
C -0.608 -0.061 1.425
N 0.180 -0.673 -0.897
C 0.347 0.940 -0.343
C -0.198 0.215 0.959
C 0.673 -1.366 0.245
C -0.781 1.497 -0.995
O 0.306 0.515 0.247
H 0.070 -0.084 -0.298
H 0.240 -0.056 -0.289
H 0.307 0.260 -0.034
H -0.218 -0.227 -0.327
H 0.205 -0.004 0.325
H -0.301 -0.522 0.018
H -0.111 -0.051 0.099
H 0.337 0.026 -0.263
H -0.092 -0.134 -0.017
H 0.022 0.845 -0.033
H -0.130 -0.036 -0.289
H 0.152 -0.018 0.118
H -0.170 -0.590 0.208
H -0.627 -0.249 -0.071
C 1.119 0.047 0.563
F -0.292 0.115 -0.220
F -0.028 0.056 -0.261
F -0.159 -0.020 0.356
S 0.495 0.432 -0.945
O -0.223 0.517 0.235
O -0.053 -0.206 -0.686
N -1.561 -1.405 1.522
S 0.972 0.889 0.192
O -0.521 0.008 -0.075
O 0.081 -0.051 -0.319
C -0.137 -0.977 -0.002
F -0.328 0.189 0.018
F 0.412 0.635 0.380
F 0.051 -0.333 -0.383
C -0.443 0.180 -0.599
C 0.513 -0.884 -0.521
O -0.051 -0.088 0.295
H 0.313 0.017 0.225
H -0.030 -0.047 0.134
H 0.001 0.056 0.232
H 0.035 -0.071 0.235
H -0.193 0.523 -0.006
C -0.097 -0.151 0.111
C 0.327 0.108 -0.730
O 0.106 0.521 -0.960
H -0.148 0.025 -0.320
H 0.435 0.017 0.037
H 0.054 0.139 0.322
H -0.337 -0.362 0.123
H 0.180 0.453 0.202
C 0.350 -0.140 -1.033
C 1.229 -1.036 -1.278
N -1.262 1.249 1.390
H 0.031 0.042 0.062
H -0.346 -0.084 0.328
H -0.029 -0.002 0.564

Summary:
HOMO-LUMO gap: 7.5 eV
Electronic energy: -73802.6056 eV
HOMO energy: -7.98 eV
Molar mass: 551.6 g mol⁻¹

Atom charges from the Mulliken analysis, given in e for atoms 1 to 4: 0.50, 0.27, 0.39, -0.13



# 2
The following is a DFT calculation (ωB97M-V with the def2-TZVPD basis set) of a molecular structure, C13H36AsF6O13 at a distorted geometry.

CARTESIAN COORDINATES (ANGSTROEM)
As 16.8921 2.0137 20.2091
F 15.5641 2.8973 20.8983
F 17.9391 2.7184 21.4095
F 18.2840 1.2684 19.4639
F 15.8506 1.2341 19.0964
F 17.1536 3.3910 19.1876
F 16.7004 0.6965 21.3076
O 20.7162 2.2102 20.3871
H 19.9188 1.7699 20.0645
H 21.2175 1.5247 20.8361
O 14.9540 5.6860 20.3211
H 15.5948 4.9639 20.3153
H 14.3746 5.4713 21.0572
C 10.7674 1.8140 18.9569
C 11.7731 2.9212 19.0098
C 13.0411 2.7034 18.1836
O 13.4229 4.0084 17.8095
C 12.2961 4.7723 17.7913
O 12.2276 5.8677 17.3397
O 11.2628 4.1190 18.3779
H 9.8965 2.0301 19.5761
H 11.2000 0.8663 19.2785
H 10.3997 1.6824 17.9361
H 12.0531 3.1736 20.0379
H 12.6959 2.1006 17.3337
H 13.7618 2.1548 18.7823
C 16.7823 4.3208 24.8106
C 17.5589 5.1357 23.7908
C 16.7830 6.3590 23.2580
O 17.7832 7.3913 23.2189
C 18.9089 6.9533 23.8159
O 19.9294 7.5515 23.8572
O 18.7023 5.7431 24.3893
H 17.4130 3.5185 25.1961
H 15.8885 3.9268 24.3324
H 16.5394 4.9379 25.6802
H 17.7993 4.4606 22.9662
H 15.8940 6.5929 23.8426
H 16.5007 6.2112 22.2155
C 17.3833 -0.6145 24.2506
O 16.1581 -0.8572 23.5582
H 17.6833 -1.5373 24.7466
H 18.1804 -0.3468 23.5525
H 17.2429 0.2380 24.9126
H 16.2747 -0.6851 22.6194
C 21.1333 -0.9129 18.2711
O 22.4001 -0.6738 17.6942
H 20.6559 -1.8118 17.8552
H 21.1386 -1.0591 19.3573
H 20.4674 -0.0809 18.0516
H 22.9302 -1.4584 17.8558
C 18.7523 6.0623 20.4282
O 19.0468 5.3561 19.2508
H 19.6614 6.4052 20.9275
H 18.1477 6.9473 20.1961
H 18.1217 5.4609 21.0942
H 18.7883 4.4330 19.3279
C 17.3349 -1.6425 17.6839
O 16.0717 -2.2894 17.8126
H 17.1608 -0.5816 17.5042
H 17.8616 -1.6624 18.6418
H 17.9216 -2.0406 16.8544
H 16.1854 -3.0775 18.3478
C 20.6281 3.0704 23.9047
O 19.9091 2.0232 23.3127
H 21.7199 2.9754 23.8558
H 20.3404 4.0520 23.5197
H 20.4087 3.1417 24.9785
H 19.6078 2.3060 22.4379

Cartesian forces, eV/Å:
As 0.310 0.460 0.310
F -0.286 -0.254 0.225
F 0.136 0.320 -0.044
F -0.109 -0.330 -0.015
F -0.137 -0.002 -0.311
F -0.145 -0.172 -0.189
F -0.130 -0.286 -0.095
O 0.114 0.052 0.031
H 0.027 0.037 -0.039
H 0.030 -0.026 0.050
O 0.083 0.161 0.168
H -0.084 -0.111 -0.226
H -0.062 -0.059 -0.013
C -0.458 -0.131 -0.239
C 0.588 0.543 -0.063
C -1.331 -1.108 0.684
O -0.278 0.091 -0.196
C 0.313 0.038 0.192
O -0.045 -0.001 -0.105
O -0.010 -0.080 0.166
H 0.085 0.011 0.098
H 0.094 0.064 0.100
H 0.124 0.026 -0.012
H -0.167 0.048 0.005
H 0.631 0.176 -0.319
H 0.507 0.357 -0.346
C 0.661 0.418 0.298
C -1.361 -0.056 0.298
C 0.536 -0.639 -0.929
O -0.274 -0.001 0.307
C -0.453 -0.238 0.186
O 0.401 0.345 0.120
O 0.354 -0.165 -0.366
H -0.139 -0.211 -0.262
H -0.057 -0.148 0.129
H -0.267 0.074 -0.164
H 0.594 0.220 0.068
H 0.264 0.461 0.269
H -0.332 -0.024 0.162
C -0.159 0.049 -1.007
O -0.076 -0.297 0.164
H -0.013 0.169 0.407
H -0.003 0.066 0.058
H 0.129 -0.186 0.357
H 0.072 0.208 0.145
C -0.805 -0.420 0.005
O 0.043 -0.052 0.164
H 0.102 0.073 -0.091
H 0.305 0.194 0.006
H 0.210 0.150 -0.026
H 0.120 0.066 -0.051
C -0.623 0.044 -0.002
O 0.389 0.156 -0.384
H 0.016 -0.175 0.158
H 0.131 -0.003 -0.115
H 0.372 -0.004 0.069
H -0.046 0.180 0.120
C -0.286 0.472 0.457
O -0.018 0.019 -0.200
H -0.182 -0.074 -0.162
H 0.305 -0.215 -0.191
H 0.129 -0.170 0.134
H 0.033 0.000 -0.015
C 0.099 0.847 0.701
O -0.042 -0.277 -0.004
H -0.064 -0.194 -0.401
H 0.159 -0.100 -0.227
H -0.183 -0.313 -0.095
H 0.154 -0.067 0.094

Summary:
HOMO-LUMO gap: 9.6 eV
Electronic energy: -117831.3953 eV
HOMO energy: -7.28 eV
Charge: -1
Molar mass: 589.3 g mol⁻¹

Atom charges from the Mulliken analysis, given in e for atoms 1 to 4: 2.22, -0.55, -0.46, -0.67



# 3
The following is a DFT calculation (ωB97M-V with the def2-TZVPD basis set) of 4 unconnected molecules or ions with the total composition C13H36N4O6 at a distorted geometry.

CARTESIAN COORDINATES (ANGSTROEM)
C 1.7270 0.3330 5.2964
O 1.3534 -0.6208 4.2144
C 0.3841 -0.1919 3.3207
C 1.0642 0.5322 2.0537
N 2.1271 -0.3571 1.6945
C 3.1942 0.4551 1.1139
C 2.8520 0.9802 -0.3052
O 3.9201 1.7924 -0.8831
C 3.4791 2.4436 -2.0815
H 1.8393 1.3876 5.0450
H 2.7121 0.0770 5.6865
H 1.0881 0.2726 6.1775
H -0.5061 0.3408 3.6550
H -0.0088 -1.0919 2.8476
H 1.4255 1.5330 2.2902
H 0.3751 0.5566 1.2095
H 2.3607 -0.8522 2.5433
H 3.9108 -0.3560 0.9851
H 3.6884 1.1315 1.8113
H 2.0427 1.6951 -0.1568
H 2.4767 0.1878 -0.9529
H 2.8560 1.8064 -2.7090
H 4.3456 2.7813 -2.6502
H 2.7989 3.2651 -1.8568
C -5.0159 4.0826 -2.8973
O -4.4976 2.9302 -2.2300
C -4.1883 3.0593 -0.8786
C -3.4248 1.8220 -0.3849
N -2.1012 1.5187 -0.9461
C -1.6078 0.1736 -0.8443
C -2.2513 -0.9402 -1.7162
O -1.2676 -1.9640 -1.7892
C -1.4168 -2.7149 -2.9724
H -5.9062 4.3959 -2.3521
H -5.1895 3.8359 -3.9448
H -4.3688 4.9598 -2.8997
H -5.1054 3.1975 -0.3059
H -3.5987 3.9489 -0.6575
H -4.1226 1.0044 -0.5652
H -3.4109 1.8406 0.7049
H -1.4785 2.2514 -0.6372
H -1.4325 -0.2106 0.1606
H -0.5835 0.2387 -1.2113
H -2.6368 -0.6021 -2.6780
H -3.0071 -1.3079 -1.0222
H -1.7006 -2.0953 -3.8231
H -2.2872 -3.3635 -2.8734
H -0.5470 -3.3284 -3.2074
N 0.7774 -2.6903 -0.0740
C 1.4375 -3.8009 -0.2616
N 0.7725 -4.5211 -1.1149
O 2.5778 -4.0660 0.1533
H 1.2186 -2.0591 0.5795
H -0.0833 -2.4260 -0.5316
H 1.0966 -5.4022 -1.4873
H -0.1855 -4.2687 -1.3114
O 4.3931 -3.8455 1.9606
H 3.9601 -4.1273 1.1548
H 3.6753 -3.6268 2.5549

Cartesian forces, eV/Å:
C 0.293 -0.768 -0.255
O 0.527 1.619 2.557
C -0.275 0.608 -2.927
C -1.470 -1.160 1.790
N -0.489 1.364 -0.805
C 1.793 -2.955 -1.009
C 0.160 1.864 1.144
O -0.720 -1.101 -0.170
C -0.295 -0.375 0.556
H -0.455 -0.050 -0.795
H 0.054 -0.526 -0.435
H -0.568 -0.232 -0.349
H 0.336 0.295 0.784
H -0.069 -0.347 0.230
H -0.061 0.284 0.112
H -0.465 0.450 0.252
H 0.985 0.055 -0.130
H 0.888 0.360 -0.415
H -0.473 0.728 -0.165
H -0.572 0.046 -0.175
H 0.402 -0.205 -0.119
H 0.264 -0.531 -0.148
H -0.058 0.003 0.224
H 0.202 0.463 0.258
C 0.062 -0.254 0.887
O 0.369 0.092 -1.234
C 0.815 0.178 0.190
C -0.828 -0.798 0.081
N -1.885 0.965 -0.278
C 1.702 0.289 -0.998
C 0.054 0.783 2.573
O 0.086 0.349 -1.133
C -0.940 -0.518 -0.376
H -0.487 0.047 -0.386
H -0.281 -0.232 0.274
H 0.593 -0.111 0.238
H -0.218 -0.286 0.349
H 0.310 0.390 -0.286
H 0.218 -0.392 -0.413
H 0.149 0.379 0.415
H 0.485 -0.454 -0.087
H -0.641 -0.171 0.515
H 0.228 0.026 -0.223
H 0.146 -0.018 0.071
H -0.890 -0.337 -0.788
H 0.542 0.300 -0.122
H -0.088 -0.460 0.141
H 0.117 0.349 0.219
N -0.061 3.104 2.542
C 2.748 0.191 0.197
N -2.007 -3.739 -2.949
O -1.339 -0.066 -0.346
H -0.080 0.528 0.004
H 0.275 -0.134 -0.012
H 0.115 0.260 0.369
H 0.337 -0.309 0.022
O 1.051 0.096 0.837
H -0.424 0.087 -0.268
H -0.166 -0.023 -0.034

Summary:
HOMO-LUMO gap: 9.6 eV
Electronic energy: -32306.4903 eV
HOMO energy: -9.08 eV
Molar mass: 344.5 g mol⁻¹
SMILES string: COCCNCCOC.COCCNCCOC.NC(N)=O.O

Atom charges from the Mulliken analysis, given in e for atoms 1 to 4: -0.78, -0.38, -0.72, -0.06